1.
Here is C22H36N2O4 in the gas phase from OMol25. Energies are from ωB97M-V with the def2-TZVPD basis set.

Cartesian coordinates (Å):
O: -5.03653 -2.82898 -0.77298
C: -4.56787 -1.50319 -0.70343
C: -3.18790 -1.44443 -0.04368
O: -2.30530 -2.17519 -0.87205
C: -1.00243 -2.30937 -0.48187
C: -0.19480 -3.09568 -1.30556
C: 1.13000 -3.29729 -0.99780
C: 1.69437 -2.72212 0.14342
C: 0.89310 -1.93604 0.95814
C: -0.44465 -1.73256 0.64855
H: -1.03605 -1.11464 1.30536
H: 1.28612 -1.47008 1.84774
O: 3.01298 -3.01884 0.35712
C: 3.69729 -2.41738 1.42829
C: 4.09138 -0.96188 1.13784
O: 4.67704 -0.42359 2.29641
H: 5.28618 0.26504 1.98181
C: 5.08000 -0.87952 -0.03610
N: 5.66958 0.44880 -0.06894
C: 7.00867 0.47313 -0.63304
C: 7.64197 1.84388 -0.41150
C: 6.79038 2.92643 -1.06500
C: 5.36796 2.83045 -0.52510
C: 4.82217 1.42203 -0.73965
H: 3.81399 1.35234 -0.32655
H: 4.76070 1.21057 -1.82285
H: 4.71796 3.55107 -1.02388
H: 5.36904 3.05132 0.54382
H: 7.20893 3.91353 -0.86189
H: 6.78077 2.77965 -2.14782
H: 7.70899 2.03303 0.66138
H: 8.65188 1.84745 -0.82458
H: 7.60806 -0.29221 -0.13315
H: 6.99387 0.24568 -1.71404
H: 5.87807 -1.60459 0.14247
H: 4.57207 -1.15011 -0.97347
H: 3.17961 -0.39448 0.88601
H: 3.11998 -2.45637 2.35853
H: 4.60375 -3.01313 1.56544
H: 1.75719 -3.90831 -1.62708
H: -0.63141 -3.54042 -2.18577
H: -2.88080 -0.39653 0.04662
H: -3.23913 -1.89989 0.95420
C: -5.58895 -0.68805 0.10090
N: -5.19208 0.70414 0.18702
C: -5.52617 1.35555 1.43977
C: -7.01654 1.68417 1.58049
C: -7.45072 2.56943 0.41524
C: -7.11185 1.88180 -0.90483
C: -5.62223 1.51646 -0.93854
H: -5.38561 0.98362 -1.86095
H: -5.02800 2.43604 -0.91655
H: -7.34320 2.53610 -1.74687
H: -7.71466 0.97721 -1.00881
H: -8.52208 2.77432 0.47126
H: -6.92192 3.52447 0.47223
H: -7.19392 2.18972 2.53117
H: -7.59459 0.75759 1.57490
H: -5.19428 0.71747 2.26194
H: -4.95032 2.28654 1.48097
H: -6.57103 -0.84066 -0.36542
H: -5.63173 -1.11641 1.10425
H: -4.47130 -1.09009 -1.71981
H: -4.31602 -3.36701 -1.12374

Calculated values
SMILES string ... O[C@H](COc1ccc(OC[C@@H](O)CN2CCCCC2)cc1)CN1CCCCC1
Total charge ... 0
F_max ... 0.637 eV Å⁻¹
Frontier orbital gap ... 8.71 eV
Energy above the lowest of the compared OMol25 structures with the same formula, charge and spin ... 1.741 eV
Energy ... -1270.34824 a.u.

---

2.
Here is 3 unconnected molecules or ions with the total composition C5H16NO2 at a distorted geometry from OMol25. Energies are from ωB97M-V with the def2-TZVPD basis set.

Cartesian coordinates (Å):
C: 0.16108 1.17289 1.48870
C: 1.07022 0.02359 1.06582
C: 0.27929 -1.33513 0.87667
C: 0.61250 -1.97413 -0.44497
C: 1.44836 -2.95140 -0.72721
N: -0.31414 -1.50409 -1.50515
H: 0.24095 2.02015 0.82511
H: -0.86409 0.80248 1.47414
H: 0.26866 1.54354 2.50853
H: 1.57940 0.25801 0.12945
H: 1.84424 -0.25070 1.77733
H: -0.77844 -1.13815 1.00348
H: 0.70300 -2.05672 1.57333
H: 1.57984 -3.29381 -1.74576
H: 2.13676 -3.32894 0.01068
H: -1.25106 -1.38757 -1.13459
H: -0.15471 -0.52479 -1.80846
H: -0.19511 -1.93771 -2.42362
H: -1.04569 1.93203 -0.83924
H: -2.06278 1.41865 -1.55543
O: -1.27675 1.01848 -1.13796
H: -1.75205 4.33109 -0.23461
H: -1.09216 3.55234 0.89161
O: -1.13731 3.60987 -0.06785

Calculated values
Total charge ... +1
F_max ... 2.163 eV Å⁻¹
Frontier orbital gap ... 11.15 eV
Energy above the lowest of the compared OMol25 structures with the same formula, charge and spin ... 1.445 eV
Energy ... -405.06705 a.u.

---

3.
Here is 8 unconnected molecules or ions with the total composition C21H56ClNO16 at a distorted geometry from OMol25. Energies are from ωB97M-V with the def2-TZVPD basis set.

Cartesian coordinates (Å):
C: -2.48186 -3.37216 5.81048
C: -3.48426 -2.26657 5.50135
C: -3.11780 -1.50319 4.20834
C: -2.00956 -0.48704 4.40484
N: -1.85170 0.52822 3.33259
C: -0.94117 1.64975 3.81725
C: -1.42957 2.89927 3.09478
C: -2.78844 2.57339 2.47738
C: -3.19284 1.21575 3.03399
C: -1.27432 0.00560 2.07991
H: -2.88684 -4.05674 6.56855
H: -1.66271 -2.98056 6.42337
H: -2.15003 -3.99501 4.98361
H: -3.36735 -1.54475 6.31417
H: -4.49781 -2.65168 5.44505
H: -4.03863 -1.02290 3.86842
H: -2.83880 -2.21618 3.42796
H: -1.08168 -1.03969 4.57359
H: -2.16042 0.08452 5.32278
H: 0.06700 1.38501 3.51733
H: -1.10802 1.77006 4.88206
H: -0.83450 3.13602 2.21023
H: -1.37587 3.74269 3.77918
H: -2.78477 2.49062 1.38904
H: -3.56323 3.32017 2.65657
H: -3.82161 0.56055 2.44150
H: -3.68756 1.35058 3.99880
H: -1.90454 -0.71520 1.56971
H: -0.28952 -0.41777 2.28274
H: -1.04652 0.77940 1.34407
Cl: -0.28800 -0.79691 -1.51342
O: 1.05119 -1.07662 -1.01912
O: -0.18971 -0.76329 -2.94853
O: -1.17575 -1.80276 -1.00437
O: -0.62446 0.52789 -1.05427
C: -1.39185 -3.94154 1.95973
C: -0.09352 -4.10446 1.22451
O: 0.73242 -2.95121 1.11767
O: -2.40109 -3.27546 1.19457
H: -1.36007 -3.53655 2.97846
H: -1.79290 -4.94862 2.10996
H: -0.37761 -4.44353 0.22438
H: 0.50058 -4.84300 1.77036
H: 0.57959 -2.52355 0.26483
H: -2.00281 -2.50603 0.76505
C: 5.43223 -2.55893 -1.31676
C: 4.10832 -2.41820 -2.06481
O: 3.88333 -1.02984 -2.38649
O: 6.53510 -2.38266 -2.18520
H: 5.45964 -3.55599 -0.86497
H: 5.36560 -1.91712 -0.42742
H: 3.29314 -2.69826 -1.39219
H: 4.11075 -3.04469 -2.95832
H: 2.91862 -1.01987 -2.33317
H: 6.32116 -1.55000 -2.63451
C: 1.74950 4.05255 -1.04128
C: 1.65958 4.97934 0.14599
O: 1.59683 4.22097 1.35033
O: 0.46361 3.47023 -1.27111
H: 2.44510 3.22337 -0.88966
H: 2.01659 4.68030 -1.89004
H: 0.79441 5.63335 0.01915
H: 2.52733 5.65019 0.18175
H: 1.29148 4.75417 2.08759
H: 0.23771 2.79202 -0.62748
C: -2.05543 -1.55017 -6.00191
C: -2.18959 -0.79681 -7.31352
O: -2.09941 -1.65890 -8.44195
O: -0.68287 -1.85208 -5.71473
H: -2.61823 -2.48832 -6.02996
H: -2.40100 -0.92634 -5.17018
H: -1.34113 -0.12322 -7.43118
H: -3.07554 -0.15551 -7.35591
H: -2.88059 -2.20749 -8.54376
H: -0.47978 -1.40789 -4.88810
C: 4.16045 0.76659 1.64614
C: 2.66549 0.54273 1.51057
O: 1.91518 1.61773 2.09055
O: 4.56572 1.68484 0.63294
H: 4.65234 -0.20846 1.59973
H: 4.34928 1.20838 2.62837
H: 2.43263 -0.38574 2.04016
H: 2.36111 0.41621 0.46978
H: 2.26995 2.42462 1.67964
H: 5.07470 2.40243 1.01504
C: -0.75540 1.80725 -5.06257
C: 0.55717 2.39108 -4.51547
O: 0.44099 3.79210 -4.26312
O: -0.90769 1.88500 -6.46101
H: -1.60189 2.21092 -4.50981
H: -0.66057 0.74938 -4.77378
H: 1.30264 2.32034 -5.31806
H: 0.96693 1.80635 -3.69254
H: 0.37956 3.94213 -3.31468
H: -0.11609 2.27538 -6.84154

Calculated values
Total charge ... 0
F_max ... 2.830 eV Å⁻¹
Frontier orbital gap ... 8.53 eV
Energy above the lowest of the compared OMol25 structures with the same formula, charge and spin ... 0.468 eV
Energy ... -2552.11098 a.u.

---

4.
Here is C15H22Cl2FIN2O4 in the gas phase at a distorted geometry from OMol25. Energies are from ωB97M-V with the def2-TZVPD basis set.

Cartesian coordinates (Å):
C: -2.18353 1.17141 4.14795
C: -0.70234 0.84297 3.44376
N: -0.59296 -0.56942 2.91532
C: -1.04957 -0.70658 1.48258
N: -1.95347 0.40403 0.99993
C: -1.27629 0.98628 -0.22549
O: -2.00198 1.96410 -0.77244
C: 0.16911 0.30814 -0.70616
C: 1.24788 1.37116 -0.09262
C: 1.06104 2.92998 -0.55090
C: 1.25520 3.22974 -2.14949
I: 3.36134 2.96194 -2.84036
C: 0.14303 -0.00712 -2.32817
Cl: -1.41999 0.10999 -3.38846
C: 1.36023 -0.45390 -3.11838
C: 1.26638 -0.73977 -4.76362
Cl: 3.01644 -0.71404 -2.33948
C: 0.09258 -1.02579 0.30309
C: -0.60687 -2.37811 -0.39038
O: -1.94166 -2.06224 -1.00019
O: -2.37197 -3.16132 -1.60780
C: 1.52288 -1.39254 1.08902
C: 1.49068 -2.83061 1.87268
O: 1.21709 -3.03577 3.16323
F: 1.84541 -4.04519 1.04749
H: -2.44635 2.33144 4.05561
H: -3.05167 0.51386 3.70240
H: -2.11113 0.97286 5.31821
H: -0.37288 1.67992 2.68433
H: 0.07295 0.91676 4.34896
H: -1.26618 -1.15823 3.49258
H: -1.82047 -1.61428 1.56764
H: -2.97077 0.17887 0.93757
H: 2.37763 1.09449 -0.25366
H: 1.08847 1.35927 1.09146
H: 0.05629 3.43878 -0.16495
H: 1.92745 3.53954 0.00113
H: 0.47874 2.70507 -2.85520
H: 1.06508 4.40096 -2.28749
H: 0.82300 0.20976 -5.30334
H: 0.64253 -1.70768 -5.01594
H: 2.37297 -0.90755 -5.15964
H: -0.85713 -3.21259 0.42633
H: 0.13016 -2.88485 -1.14551
H: -3.35745 -3.02517 -1.83771
H: 2.44220 -1.44644 0.33645
H: 1.82792 -0.54213 1.86966

Calculated values
SMILES string ... CCN[C@H]1NC(=O)[C@](CCCI)(/C(Cl)=C(/C)Cl)[C@@]1(COO)CC(=O)F
Total charge ... 0
F_max ... 9.841 eV Å⁻¹
Frontier orbital gap ... 9.20 eV
Energy above the lowest of the compared OMol25 structures with the same formula, charge and spin ... 10.287 eV
Energy ... -2312.72275 a.u.

---

5.
Here is H3NOS in the gas phase at a distorted geometry from OMol25. Energies are from ωB97M-V with the def2-TZVPD basis set.

Cartesian coordinates (Å):
N: -0.91558 -0.27130 -0.46863
O: 1.45509 0.69114 1.47653
S: 0.96075 0.27986 0.13760
H: -1.71684 0.15103 -0.00794
H: -0.74305 0.36092 -1.23394
H: 0.95962 -1.21166 0.09638

Calculated values
Total charge ... 0
F_max ... 3.168 eV Å⁻¹
Frontier orbital gap ... 9.54 eV
Energy above the lowest of the compared OMol25 structures with the same formula, charge and spin ... 1.772 eV
Energy ... -529.87774 a.u.